Entry 1:
Below is a cluster of 3 separate species, C4H5N3O in total, with properties calculated with ωB97M-V with the def2-TZVPD basis set.

ORCA input file:
```
! wB97M-V def2-TZVPD RIJCOSX def2/J DEFGRID3
* xyz 0 1
C -1.68 -1.65 -1.29
C 0.35 0.53 0.75
C 1.84 -0.15 0.83
C 0.47 2.08 0.67
H -2.45 -2.56 -0.88
H -1.88 -1.06 -2.31
H -0.16 1.10 -1.68
H -0.21 0.42 1.93
H 2.18 -0.74 2.11
N -0.95 -1.08 -0.42
N -0.01 0.05 -0.64
N 0.13 3.15 1.45
O 2.36 -0.10 -0.49
*
```

HOMO-LUMO gap = 8.141 eV
energy = -10734.1916 eV
HOMO energy = -9.346 eV

=====

Entry 2:
Below is a cluster of 10 separate species, C40H106N6O16 in total, with properties calculated with ωB97M-V with the def2-TZVPD basis set.

ORCA input file:
```
! wB97M-V def2-TZVPD RIJCOSX def2/J DEFGRID3
* xyz 0 1
C -5.98 5.86 3.53
O -5.77 4.64 4.22
C -6.26 3.49 3.54
C -5.40 3.03 2.38
N -4.08 2.62 2.82
C -3.09 2.40 1.81
C -1.76 1.88 2.35
O -1.90 0.88 3.36
C -2.35 -0.35 2.80
H -5.59 5.87 2.51
H -5.37 6.60 4.06
H -7.03 6.16 3.57
H -7.28 3.65 3.18
H -6.28 2.77 4.36
H -5.27 3.87 1.67
H -5.93 2.25 1.83
H -3.79 3.06 3.67
H -2.87 3.25 1.14
H -3.47 1.61 1.16
H -1.21 2.66 2.89
H -1.15 1.45 1.55
H -2.99 -0.30 1.92
H -2.86 -0.96 3.55
H -1.45 -0.87 2.46
C 1.54 0.61 3.24
O 1.30 1.96 3.52
C 2.36 2.80 3.08
C 2.28 4.14 3.79
N 1.04 4.85 3.45
C 0.87 6.02 4.29
C -0.60 6.41 4.38
O -1.29 5.30 4.94
C -2.68 5.41 4.78
H 2.43 0.21 3.75
H 1.87 0.45 2.20
H 0.64 0.01 3.29
H 2.27 3.02 2.01
H 3.34 2.34 3.21
H 3.06 4.80 3.39
H 2.48 4.05 4.87
H 0.26 4.23 3.65
H 1.39 6.89 3.86
H 1.28 5.94 5.30
H -0.99 6.70 3.40
H -0.71 7.24 5.08
H -3.16 4.71 5.46
H -2.99 5.09 3.78
H -3.09 6.41 4.92
C -2.64 0.73 -2.59
O -3.94 0.71 -3.13
C -4.00 0.01 -4.36
C -5.42 0.07 -4.85
N -5.56 -0.75 -6.05
C -6.91 -0.69 -6.59
C -7.00 -1.61 -7.81
O -8.34 -1.67 -8.26
C -8.55 -2.75 -9.14
H -2.69 1.19 -1.60
H -1.99 1.44 -3.11
H -2.08 -0.21 -2.50
H -3.72 -1.05 -4.26
H -3.31 0.49 -5.06
H -5.72 1.09 -5.09
H -6.11 -0.23 -4.05
H -5.39 -1.73 -5.85
H -7.12 0.33 -6.91
H -7.69 -0.96 -5.86
H -6.69 -2.63 -7.52
H -6.36 -1.18 -8.58
H -7.72 -2.75 -9.86
H -9.42 -2.53 -9.75
H -8.62 -3.71 -8.63
C 3.16 -2.25 5.14
O 2.94 -2.50 3.78
C 4.11 -2.29 3.01
C 3.67 -2.43 1.56
N 4.64 -1.91 0.62
C 4.49 -2.38 -0.74
C 5.61 -1.84 -1.59
O 5.45 -1.95 -2.99
C 4.49 -1.06 -3.53
H 3.56 -1.24 5.27
H 3.98 -2.90 5.51
H 2.34 -2.47 5.82
H 4.83 -3.07 3.29
H 4.52 -1.29 3.19
H 2.69 -1.94 1.44
H 3.45 -3.48 1.36
H 4.68 -0.91 0.69
H 3.50 -2.16 -1.18
H 4.46 -3.47 -0.81
H 6.49 -2.46 -1.37
H 5.91 -0.82 -1.32
H 4.58 -1.12 -4.62
H 4.74 -0.02 -3.31
H 3.47 -1.29 -3.22
C 3.71 1.29 6.37
O 4.61 0.87 5.38
C 5.90 1.44 5.58
C 6.77 1.09 4.39
N 6.22 1.68 3.17
C 6.85 1.12 1.99
C 6.10 1.55 0.74
O 4.74 1.15 0.85
C 3.94 1.73 -0.18
H 2.66 1.00 6.27
H 3.57 2.38 6.31
H 4.06 0.98 7.35
H 6.39 1.00 6.46
H 5.75 2.51 5.74
H 6.92 0.02 4.27
H 7.72 1.56 4.67
H 5.23 1.43 3.19
H 6.88 0.02 1.97
H 7.88 1.48 1.89
H 6.54 1.08 -0.15
H 6.15 2.64 0.58
H 4.43 1.53 -1.14
H 3.81 2.79 0.06
H 3.01 1.16 -0.21
C 3.41 -5.47 -2.80
O 2.08 -5.07 -3.04
C 1.61 -4.20 -2.02
C 0.16 -3.93 -2.30
N -0.03 -3.16 -3.52
C -1.36 -3.28 -4.08
C -1.33 -3.04 -5.58
O -0.51 -4.05 -6.13
C -0.24 -3.82 -7.49
H 3.65 -6.21 -3.56
H 3.48 -5.93 -1.81
H 4.15 -4.66 -2.89
H 2.21 -3.28 -2.04
H 1.79 -4.69 -1.05
H -0.35 -3.40 -1.48
H -0.38 -4.89 -2.30
H 0.67 -3.50 -4.18
H -2.02 -2.61 -3.51
H -1.75 -4.31 -3.93
H -0.83 -2.07 -5.69
H -2.32 -3.03 -6.04
H -1.16 -3.80 -8.09
H 0.34 -4.66 -7.86
H 0.28 -2.89 -7.74
C 0.77 0.59 -4.07
O 1.29 -0.71 -4.26
H 0.73 0.84 -3.01
H 1.34 1.34 -4.60
H -0.28 0.64 -4.37
H 0.64 -1.39 -4.01
C -4.44 -1.77 -0.66
O -3.19 -2.24 -0.20
H -4.27 -1.51 -1.72
H -5.24 -2.51 -0.72
H -4.87 -0.91 -0.16
H -3.05 -3.11 -0.58
C 0.63 -1.22 -0.22
O -0.67 -0.76 0.05
H 1.40 -0.60 0.23
H 0.80 -2.24 0.14
H 0.78 -1.32 -1.31
H -1.33 -1.45 -0.11
C 0.05 -2.88 3.27
O -1.21 -3.41 2.87
H 0.72 -3.68 3.60
H 0.53 -2.35 2.45
H -0.05 -2.28 4.18
H -1.06 -4.11 2.24
*
```

HOMO-LUMO gap = 8.358 eV
energy = -84889.5765 eV
HOMO energy = -8.070 eV
structure (SMILES) = COCCNCCOC.COCCNCCOC.COCCNCCOC.COCCNCCOC.COCCNCCOC.COCCNCCOC.CO.CO.CO.CO

=====

Entry 3:
Below is a structure of composition C6H16N2, with properties calculated with ωB97M-V with the def2-TZVPD basis set.

ORCA input file:
```
! wB97M-V def2-TZVPD RIJCOSX def2/J DEFGRID3
* xyz 0 1
C 0.58 0.14 0.15
C 0.88 -1.53 -0.90
C -1.78 -0.11 -0.41
C -0.50 0.62 3.06
C 0.90 1.37 -0.67
C 1.06 -1.32 -2.38
N -0.66 -0.29 0.50
N -0.69 1.22 1.75
H -1.66 1.55 1.69
H 1.33 -0.04 0.92
H 1.80 -1.81 -0.38
H 0.12 -2.27 -0.69
H -1.70 -0.65 -1.35
H -2.66 -0.53 0.08
H -2.04 0.92 -0.70
H -0.67 1.36 3.85
H 0.54 0.27 3.15
H -1.17 -0.23 3.27
H 1.34 2.13 -0.01
H 1.64 1.20 -1.45
H 0.03 1.82 -1.15
H 1.35 -2.25 -2.88
H 0.13 -0.99 -2.85
H 1.83 -0.57 -2.59
*
```

HOMO-LUMO gap = 8.820 eV
energy = -9457.0153 eV
HOMO energy = -7.815 eV

=====

Entry 4:
Below is a cluster of 2 separate species, C9H15IO2Si in total, with properties calculated with ωB97M-V with the def2-TZVPD basis set.

ORCA input file:
```
! wB97M-V def2-TZVPD RIJCOSX def2/J DEFGRID3
* xyz 0 1
C 3.51 1.54 -0.27
C 2.34 2.10 -0.76
C 3.25 1.32 1.15
C 1.36 2.03 0.21
C 2.00 2.46 -2.12
C -1.07 -2.97 0.44
C -2.24 -0.05 0.13
C -0.14 -0.90 2.38
C 0.74 -0.53 -0.59
O 3.96 1.05 2.10
O 1.87 1.60 1.39
Si -0.64 -1.06 0.54
I 2.59 -1.48 -0.32
H 4.48 1.29 -0.65
H 0.35 2.43 0.38
H 0.99 2.53 -2.26
H 2.23 1.65 -2.88
H 2.54 3.48 -2.27
H -0.98 -3.29 1.43
H -2.17 -3.08 0.21
H -0.46 -3.29 -0.37
H -2.12 0.96 0.62
H -2.41 0.07 -0.99
H -2.99 -0.57 0.52
H 0.43 -1.68 2.62
H 0.28 0.09 2.63
H -1.01 -0.89 2.99
H 0.58 -0.61 -1.60
*
```

HOMO-LUMO gap = 6.209 eV
energy = -29646.0648 eV
HOMO energy = -7.888 eV

=====

Entry 5:
Below is a structure of composition C28H32N10S3Tl, with properties calculated with ωB97M-V with the def2-TZVPD basis set.

ORCA input file:
```
! wB97M-V def2-TZVPD RIJCOSX def2/J DEFGRID3
* xyz 1 1
Tl -0.08 -0.14 -0.10
C -3.30 -2.06 -0.96
N -1.90 -2.42 -0.94
C -1.38 -3.18 -2.06
C -0.31 -2.40 -2.79
N -0.06 -1.14 -2.57
C 0.96 -0.79 -3.43
C 1.59 0.44 -3.61
C 2.61 0.50 -4.54
C 3.00 -0.63 -5.27
C 2.37 -1.86 -5.11
C 1.34 -1.91 -4.18
N 0.50 -2.93 -3.75
C -3.53 -0.63 -0.54
N -2.63 0.31 -0.58
C -3.27 1.48 -0.23
C -2.79 2.79 -0.18
C -3.68 3.79 0.16
C -5.02 3.49 0.47
C -5.51 2.21 0.42
C -4.62 1.21 0.04
N -4.75 -0.16 -0.16
H -3.93 -2.72 -0.34
H -3.68 -2.13 -1.98
H -1.62 -2.81 -0.05
H -2.18 -3.40 -2.78
H -0.97 -4.14 -1.75
H 1.26 1.31 -3.05
H 3.12 1.44 -4.72
H 3.81 -0.55 -5.98
H 2.67 -2.73 -5.68
H 0.49 -3.87 -4.10
H -1.76 3.00 -0.44
H -3.35 4.82 0.19
H -5.68 4.30 0.75
H -6.55 1.99 0.65
H -5.60 -0.69 -0.07
N -1.77 -1.48 4.23
C -2.06 -0.90 3.06
N -1.24 -1.33 2.14
C -0.43 -2.22 2.82
N -0.74 -2.32 4.10
C 0.66 -2.99 2.21
C 1.46 -3.84 2.98
N 2.43 -4.55 2.45
C 2.64 -4.42 1.14
C 1.84 -3.58 0.37
N 0.85 -2.88 0.90
H -2.21 -1.36 5.13
H -2.85 -0.17 2.91
H 1.30 -3.93 4.05
H 3.44 -5.00 0.71
H 2.01 -3.47 -0.70
C 1.20 4.14 1.10
C 0.40 3.65 2.31
S 0.58 1.92 2.84
C 2.24 1.86 3.56
C 3.40 1.80 2.57
S 3.18 0.48 1.33
C 3.59 1.30 -0.25
C 3.09 2.72 -0.50
S 1.29 3.03 -0.36
H 2.22 4.39 1.38
H 0.73 5.05 0.74
H -0.67 3.72 2.09
H 0.62 4.28 3.16
H 2.23 0.95 4.17
H 2.36 2.72 4.22
H 4.32 1.59 3.11
H 3.52 2.74 2.04
H 3.18 0.62 -1.00
H 4.67 1.31 -0.35
H 3.34 2.97 -1.53
H 3.59 3.43 0.14
*
```

HOMO-LUMO gap = 8.071 eV
energy = -81652.8478 eV
HOMO energy = -10.261 eV

=====

Entry 6:
Below is a cluster of 4 separate species, C31H41F25O5 in total, with properties calculated with ωB97M-V with the def2-TZVPD basis set.

ORCA input file:
```
! wB97M-V def2-TZVPD RIJCOSX def2/J DEFGRID3
* xyz 0 1
C 2.75 -3.73 2.86
C 1.20 -3.60 2.33
C 0.34 -2.40 3.04
C 0.64 -0.89 2.47
C 0.83 -0.78 0.85
C -0.32 -1.50 -0.05
C -1.85 -1.39 0.52
C -2.29 0.10 1.07
C -3.03 -0.14 2.53
C -4.67 -0.18 2.59
C -5.49 -1.46 1.97
F -5.82 -1.30 0.51
C -4.77 -2.92 2.18
C -4.10 -3.16 3.66
C -5.07 0.37 4.08
O -6.02 -0.17 4.86
O -4.13 1.49 4.29
C -2.83 1.03 3.70
C -2.14 2.46 3.28
H 2.84 -4.51 3.74
H 3.38 -4.15 1.95
H 3.24 -2.70 3.17
H 1.24 -3.54 1.17
H 0.63 -4.61 2.60
H 0.67 -2.39 4.19
H -0.83 -2.64 3.08
H -0.19 -0.15 2.89
H 1.66 -0.52 2.98
H 1.86 -1.33 0.59
H 0.99 0.34 0.46
H -0.12 -2.63 -0.28
H -0.31 -0.95 -1.12
H -2.00 -2.26 1.28
H -2.57 -1.63 -0.40
H -3.08 0.56 0.31
H -1.40 0.87 1.11
H -2.41 -1.03 3.03
H -4.95 0.68 1.81
H -6.54 -1.48 2.53
H -3.98 -3.17 1.35
H -5.63 -3.73 2.07
H -4.50 -4.11 4.23
H -2.94 -3.36 3.47
H -4.19 -2.26 4.40
H -2.29 0.50 4.60
H -2.58 3.28 4.03
H -2.34 2.74 2.16
H -0.99 2.38 3.56
F 1.75 4.05 -0.24
C 0.63 3.96 0.51
F 0.80 2.89 1.33
C -0.63 3.79 -0.35
F -0.62 2.60 -1.00
F -1.71 3.74 0.50
C -0.89 4.91 -1.36
O -0.43 4.69 -2.69
C 0.95 4.98 -2.92
F 1.42 5.69 -1.87
F 0.98 5.83 -3.98
C 1.78 3.73 -3.23
F 1.65 2.78 -2.26
F 3.10 4.03 -3.30
H 0.56 4.86 1.14
H -1.98 4.99 -1.46
H -0.59 5.90 -0.98
H 1.47 3.28 -4.18
F 7.32 0.64 1.14
C 6.99 1.93 1.38
F 7.59 2.26 2.55
C 5.48 2.14 1.47
F 4.95 1.50 2.55
F 5.25 3.47 1.69
C 4.69 1.74 0.22
O 4.10 0.43 0.22
C 4.99 -0.63 -0.14
F 6.10 -0.10 -0.71
F 4.36 -1.31 -1.14
C 5.30 -1.58 1.02
F 5.78 -0.92 2.10
F 6.24 -2.49 0.66
H 7.43 2.55 0.59
H 3.82 2.42 0.18
H 5.24 1.94 -0.70
H 4.40 -2.12 1.33
F -2.70 -0.48 -5.14
C -3.33 -1.54 -5.70
F -4.39 -1.82 -4.89
C -2.43 -2.76 -5.84
F -2.07 -3.26 -4.63
F -3.16 -3.76 -6.44
C -1.17 -2.55 -6.69
O 0.03 -2.23 -5.98
C 0.19 -0.86 -5.62
F -0.72 -0.12 -6.31
F 1.41 -0.48 -6.09
C 0.12 -0.63 -4.10
F -1.02 -1.13 -3.56
F 0.14 0.70 -3.81
H -3.74 -1.23 -6.67
H -0.95 -3.51 -7.17
H -1.34 -1.86 -7.53
H 0.97 -1.10 -3.60
*
```

HOMO-LUMO gap = 10.692 eV
energy = -110978.0974 eV
HOMO energy = -10.338 eV
structure (SMILES) = CCCCCCCC[C@@H]1[C@@H]([C@@H](F)CC)C(=O)O[C@@H]1C.FC(F)C(F)(F)COC(F)(F)C(F)F.FC(F)C(F)(F)COC(F)(F)C(F)F.FC(F)C(F)(F)COC(F)(F)C(F)F

=====

Entry 7:
Below is an isolated molecule of C3H6N2O, with properties calculated with ωB97M-V with the def2-TZVPD basis set.

ORCA input file:
```
! wB97M-V def2-TZVPD RIJCOSX def2/J DEFGRID3
* xyz 0 1
N -1.24 -0.28 1.27
C -0.03 -0.32 0.71
O 1.05 -0.50 1.34
C 0.06 -0.19 -0.75
C -0.53 0.79 -1.43
N 2.07 0.09 0.37
H -1.41 -0.29 2.27
H -2.00 -0.12 0.63
H 0.55 -1.05 -1.21
H -0.88 1.70 -0.95
H -0.50 0.76 -2.51
H 2.58 -0.78 0.13
*
```

HOMO-LUMO gap (spin up / spin down) = 7.815 / 7.814 eV
energy = -8231.5018 eV
HOMO energy (spin up / spin down) = -7.153 / -7.152 eV

=====

Entry 8:
Below is an isolated molecule of C2H2N2O2, with properties calculated with ωB97M-V with the def2-TZVPD basis set.

ORCA input file:
```
! wB97M-V def2-TZVPD RIJCOSX def2/J DEFGRID3
* xyz 0 1
O -2.25 -0.45 -0.10
C -1.09 -0.50 0.02
N -0.22 0.68 0.24
C 0.99 0.20 0.02
N 1.19 -1.13 -0.13
O -0.14 -1.45 0.26
H -0.44 1.78 0.01
H 1.95 0.87 -0.31
*
```

HOMO-LUMO gap = 10.365 eV
energy = -9178.8965 eV
HOMO energy = -9.944 eV
structure (SMILES) = O=c1[nH]cno1

=====

Entry 9:
Below is an isolated molecule of C2H3N3O, with properties calculated with ωB97M-V with the def2-TZVPD basis set.

ORCA input file:
```
! wB97M-V def2-TZVPD RIJCOSX def2/J DEFGRID3
* xyz 0 1
O 1.96 0.07 0.00
C 0.70 0.03 0.01
C -0.17 1.09 -0.04
N -1.40 0.67 0.01
N -1.30 -0.63 0.07
N -0.03 -1.10 -0.07
H 2.30 -0.84 0.19
H -0.01 2.19 0.03
H -2.04 -1.21 -0.10
*
```

HOMO-LUMO gap = 10.222 eV
energy = -8639.0412 eV
HOMO energy = -9.356 eV
structure (SMILES) = Oc1cn[nH]n1